This record from OMol25 describes a structure of composition C23H24MnN6O7S. The level of theory is ωB97M-V/def2-TZVPD.

Its net charge is 0. As for the relative energy (zero: lowest compared OMol25 entry of this formula, charge and spin): 2.63 kcal per mole. The HOMO energy (alpha / beta) is -7.97 / -8.07 eV. As for the spin multiplicity: 2. The gap between HOMO and LUMO (alpha / beta) is 5.8657 / 6.6065 eV. The calculation puts the total energy at -3295.323612 a.u.

Atoms and positions in Å:
Mn 0.307 1.195 -0.804
O -2.759 -0.502 -2.756
C -2.018 0.160 -2.065
N -0.646 0.114 -2.032
C 0.139 -0.422 -3.053
C -0.289 -0.852 -4.310
C 0.650 -1.357 -5.187
C 1.999 -1.427 -4.829
C 2.427 -1.001 -3.588
C 1.489 -0.486 -2.693
N 1.736 0.030 -1.410
C 2.782 -0.465 -0.664
O 3.559 -1.335 -0.994
C 2.877 0.165 0.689
C 4.012 0.049 1.469
C 4.032 0.718 2.681
C 2.924 1.464 3.059
C 1.832 1.508 2.211
N 1.811 0.852 1.052
C -2.545 1.159 -1.082
C -3.892 1.373 -0.911
C -4.287 2.333 0.007
C -3.318 3.036 0.707
C -1.985 2.761 0.474
N -1.614 1.831 -0.406
H -1.333 -0.799 -4.577
H 0.332 -1.695 -6.165
H 2.724 -1.814 -5.535
H 3.470 -1.052 -3.316
H 4.842 -0.541 1.109
H 4.906 0.671 3.319
H 2.908 2.021 3.987
H 0.951 2.091 2.452
H -4.588 0.793 -1.502
H -5.338 2.542 0.166
H -3.583 3.811 1.413
H -1.189 3.303 0.964
C -1.600 0.168 3.225
N -1.138 -1.136 2.780
C -0.385 -1.872 3.793
C -0.776 -1.242 1.448
O -0.607 -0.231 0.764
N -0.654 -2.495 0.941
C -0.105 -2.685 -0.396
C -1.336 -3.654 1.498
H -2.179 0.035 4.139
H -2.234 0.617 2.468
H -0.769 0.851 3.437
H 0.310 -1.197 4.303
H 0.197 -2.668 3.340
H -1.054 -2.306 4.539
H 0.463 -1.814 -0.690
H -0.906 -2.841 -1.125
H 0.551 -3.556 -0.398
H -2.032 -3.351 2.274
H -0.633 -4.383 1.909
H -1.900 -4.143 0.699
O -0.510 4.425 -1.426
S 0.706 3.661 -1.392
O 1.911 4.340 -1.732
O 0.533 2.350 -2.229
O 0.823 2.898 -0.049

=====

This record from OMol25 describes the ion C8H19IN with charge +1. The level of theory is ωB97M-V/def2-TZVPD.

Its net charge is +1. As for the relative energy (zero: lowest compared OMol25 entry of this formula, charge and spin): 32.09 kcal per mole. The HOMO energy is -13.61 eV. The gap between HOMO and LUMO is 10.6469 eV. The calculation puts the total energy at -668.346646 a.u.

Atoms and positions in Å:
C -0.302 2.818 0.017
C -0.127 1.540 0.879
C -0.634 0.247 0.134
C -1.444 0.461 -1.183
C -1.479 -0.602 1.138
N 0.520 -0.778 -0.180
C 0.886 -0.919 -1.660
C 1.863 -0.778 0.725
C 2.283 -2.249 0.944
I 3.405 0.373 -0.109
H 0.246 2.579 -0.878
H 0.122 3.628 0.567
H -1.277 3.121 -0.268
H -0.560 1.755 1.830
H 0.908 1.339 0.975
H -0.781 0.918 -1.955
H -1.956 -0.276 -1.639
H -2.186 1.231 -0.871
H -0.941 -0.783 2.053
H -1.480 -1.491 0.643
H -2.464 -0.165 1.287
H 0.170 -1.726 0.173
H 1.294 0.018 -2.026
H 1.719 -1.581 -1.799
H 0.002 -1.236 -2.116
H 1.605 -0.339 1.615
H 2.588 -2.661 0.046
H 1.629 -2.909 1.294
H 3.136 -2.113 1.623